Run P
Molecular formula: C3H4S2
Method: DFT, ωB97M-V/def2-TZVPD

The geometry in ORCA input format:
```
! wB97M-V def2-TZVPD RIJCOSX def2/J DEFGRID3
* xyz 0 3
C 1.05689 1.41165 0.65779
C 0.41192 1.71663 -0.41519
C -0.90578 -2.06283 -0.08369
S 1.92011 0.96733 1.86565
S -1.38989 -0.56386 0.12328
H 0.85711 2.28958 -1.15355
H -0.56770 1.56940 -0.64836
H -1.29634 -2.74905 -0.98466
H -0.08632 -2.57885 0.63874
*
```

Values from the calculation:
E_LUMO (spin up / spin down) ... -0.0030 / -0.0867 Eh
Kohn-Sham gap (spin up / spin down) ... 6.81 / 6.28 eV

---

Run Q
Molecular formula: C3H4S2
Method: DFT, ωB97M-V/def2-TZVPD

The geometry in ORCA input format:
```
! wB97M-V def2-TZVPD RIJCOSX def2/J DEFGRID3
* xyz 0 3
C 1.70686 -0.03196 1.16890
C 0.60005 -0.07779 0.74737
C -0.62761 -0.20725 -0.05325
S -0.33020 -0.69067 -1.76623
S -1.39515 1.52515 -0.03116
H 2.42247 0.20179 1.81996
H -1.61197 -0.76160 0.63245
H -0.34530 -1.94518 -1.66409
H -0.41916 1.98750 -0.85394
*
```

Values from the calculation:
E_LUMO (spin up / spin down) ... 0.0224 / -0.1451 Eh
Kohn-Sham gap (spin up / spin down) ... 4.87 / 5.32 eV

---

It is run Q that is the least stable of them.

---

Run P
Molecular formula: C6H17N3
Method: DFT, ωB97M-V/def2-TZVPD

The geometry in ORCA input format:
```
! wB97M-V def2-TZVPD RIJCOSX def2/J DEFGRID3
* xyz 0 1
C -1.68616 -0.46661 -0.46255
C -1.49642 0.54475 0.64585
C -1.76405 -0.90462 0.97979
C -0.50341 -0.91883 -1.29405
C -2.98104 -0.39697 -1.24697
C -0.16485 1.18035 0.96878
H -2.33988 1.21395 0.78898
H -0.93385 -1.47968 1.37276
H -2.72951 -1.17692 1.38854
H -0.71899 -1.88150 -1.76499
H 0.39978 -1.05304 -0.69960
H -0.30075 -0.20370 -2.09929
H -3.24041 -1.37703 -1.65714
H -3.81086 -0.06515 -0.62020
H -2.89232 0.30223 -2.08364
H 0.05869 2.00449 0.28390
H 0.65298 0.46280 0.91246
H -0.17039 1.58538 1.98390
N 2.91158 -0.46857 -0.07586
N 2.86913 0.42064 -1.02211
N 3.47768 0.37959 1.71207
H 3.83398 -0.41923 0.48900
H 1.95393 0.74503 -1.31683
H 3.66869 1.01260 -1.24043
H 3.02720 -0.24513 2.37853
H 2.87924 1.20517 1.67910
*
```

Values from the calculation:
E_LUMO (spin up / spin down) ... 0.0271 / 0.0270 Eh
Kohn-Sham gap (spin up / spin down) ... 9.03 / 9.01 eV

---

Run Q
Molecular formula: C6H17N3
Method: DFT, ωB97M-V/def2-TZVPD

The geometry in ORCA input format:
```
! wB97M-V def2-TZVPD RIJCOSX def2/J DEFGRID3
* xyz 0 1
C 1.79315 1.00290 -2.27091
C 1.64230 0.85476 -0.78596
N 1.00273 1.92386 -0.12303
C 2.15045 -0.18999 -0.12423
N 1.99919 -0.40273 1.26603
H 2.37058 0.18270 -2.68567
H 0.81349 1.01918 -2.75310
H 2.29948 1.94009 -2.50779
H 0.57098 2.56472 -0.77363
H 0.32372 1.62773 0.56888
H 2.64185 -0.98937 -0.65523
H 2.77384 -0.91948 1.65884
H 1.88291 0.47617 1.75398
C -1.64632 -1.92808 1.10084
C -1.29124 -0.54930 0.53631
C -2.10061 -0.24078 -0.71925
N -1.48261 0.53866 1.49613
H -1.02824 -2.14758 1.96924
H -1.47055 -2.69719 0.35336
H -2.69477 -1.96756 1.39900
H -0.22900 -0.55867 0.28562
H -1.88853 -0.96722 -1.49039
H -3.16767 -0.25548 -0.50349
H -1.84131 0.74695 -1.09092
H -0.95978 0.33721 2.34298
H -2.46405 0.59855 1.75235
*
```

Values from the calculation:
E_LUMO ... 0.0367 Eh
Kohn-Sham gap ... 8.20 eV
SMILES ... C/C(N)=C/N.CC(C)N

---

It is run P that is the least stable of them.

---

Run P
Molecular formula: C19H28N4O5S
Method: DFT, ωB97M-V/def2-TZVPD

The geometry in ORCA input format:
```
! wB97M-V def2-TZVPD RIJCOSX def2/J DEFGRID3
* xyz 0 1
C 0.98232 1.89445 2.78499
C 1.71395 2.68360 1.70579
C 2.10666 1.82211 0.50403
C 3.29855 0.90925 0.81638
N 3.51184 -0.13904 -0.14844
C 3.85550 0.17267 -1.51333
C 5.29712 0.66355 -1.68131
C 6.34876 -0.40930 -1.39139
C 6.55221 -0.68438 0.09427
S 2.90512 -1.62508 0.21904
O 3.33815 -2.54706 -0.78702
O 3.19784 -1.90091 1.59508
C 1.11919 -1.44537 0.07517
C 0.54932 -1.33749 -1.17993
C -0.81488 -1.14237 -1.28775
C -1.60866 -1.07509 -0.14253
C -3.06665 -0.84579 -0.34261
O -3.52070 -0.25062 -1.28836
N -3.86288 -1.39014 0.64733
C -5.22477 -1.30055 0.69318
N -5.97081 -1.77645 1.64232
N -7.24095 -1.46147 1.31416
C -7.20758 -0.82303 0.19450
C -8.36675 -0.26723 -0.56402
O -8.27250 1.11336 -0.79350
C -7.39663 1.47708 -1.84029
O -5.93393 -0.68883 -0.26515
C -1.01953 -1.18464 1.11591
C 0.34877 -1.36661 1.21970
H 0.07130 1.45797 2.38053
H 1.60394 1.09361 3.17623
H 0.71269 2.54865 3.61062
H 2.61116 3.13976 2.12889
H 1.06371 3.49047 1.36108
H 1.25077 1.21549 0.19878
H 2.36739 2.47556 -0.33118
H 4.20857 1.51131 0.90000
H 3.14856 0.39411 1.76522
H 3.16139 0.92071 -1.91880
H 3.73532 -0.75837 -2.06874
H 5.40228 0.99177 -2.71814
H 5.46961 1.53072 -1.04131
H 7.29914 -0.08247 -1.82212
H 6.05656 -1.33567 -1.88878
H 6.80039 0.23397 0.62351
H 7.37072 -1.38740 0.23131
H 5.65765 -1.11323 0.53658
H 1.17668 -1.41485 -2.05322
H -1.28947 -1.04201 -2.25196
H -3.46058 -1.92238 1.40508
H -9.25929 -0.42715 0.04474
H -8.46757 -0.81363 -1.51597
H -7.47044 2.55898 -1.92732
H -6.35983 1.19909 -1.63037
H -7.70524 1.01232 -2.78445
H -1.60994 -1.09610 2.01636
H 0.83645 -1.45587 2.17722
*
```

Values from the calculation:
E_LUMO ... -0.0136 Eh
Kohn-Sham gap ... 9.00 eV
SMILES ... CCCCN(CCCC)S(=O)(=O)c1ccc(C(=O)Nc2nnc(COC)o2)cc1

---

Run Q
Molecular formula: C19H28N4O5S
Method: DFT, ωB97M-V/def2-TZVPD

The geometry in ORCA input format:
```
! wB97M-V def2-TZVPD RIJCOSX def2/J DEFGRID3
* xyz 0 1
C -0.74860 -4.20891 -4.91279
C -1.33799 -2.92486 -5.45690
O -1.26709 -2.63335 -6.63509
N -1.97112 -2.11771 -4.56866
C -2.04839 -2.28292 -3.13672
C -1.31815 -1.11938 -2.44167
N -1.79120 0.19065 -2.86389
C -3.05113 0.57297 -2.25045
C -2.83318 0.93646 -0.77969
O -3.64530 0.69721 0.08414
N -1.63939 1.55753 -0.59563
C -1.02953 1.86918 0.63164
C 0.26293 1.39862 0.84894
C 0.90378 1.66592 2.03802
S 2.54626 1.02073 2.31316
O 2.96687 0.33853 1.11703
O 3.39389 2.04940 2.83757
N 2.21809 -0.04537 3.57137
C 3.28286 -0.23642 4.53816
C 4.29834 -1.26083 4.02734
O 3.66409 -2.47979 3.70349
C 2.69339 -2.29495 2.69590
C 1.62133 -1.29496 3.14342
C 0.28529 2.40212 3.02951
C -0.98686 2.89295 2.79980
C -1.66255 2.65076 1.60647
C -3.01081 3.24561 1.36944
C -1.75346 0.29327 -4.31420
C -2.50517 -0.84501 -5.01273
H 0.04324 -3.99978 -4.19676
H -0.32759 -4.76018 -5.74903
H -1.51451 -4.81765 -4.43774
H -1.60625 -3.22605 -2.82570
H -3.10490 -2.28608 -2.83968
H -1.43446 -1.20798 -1.35938
H -0.25243 -1.17551 -2.68615
H -3.83667 -0.19332 -2.29195
H -3.42821 1.46693 -2.75551
H -1.01822 1.46788 -1.39535
H 0.78066 0.82335 0.09600
H 3.75587 0.73274 4.69144
H 2.82989 -0.58514 5.47173
H 5.03760 -1.49728 4.79425
H 4.80203 -0.85067 3.13907
H 2.25547 -3.27771 2.51227
H 3.16763 -1.91913 1.77883
H 0.93710 -1.07451 2.32337
H 1.05693 -1.70223 3.98870
H 0.81310 2.59396 3.94886
H -1.47084 3.49128 3.55719
H -3.04830 3.71753 0.38876
H -3.24614 3.98303 2.13129
H -3.77103 2.46500 1.38212
H -2.16485 1.25839 -4.61393
H -0.70164 0.25658 -4.61467
H -2.37376 -0.78811 -6.09387
H -3.57411 -0.79941 -4.77487
*
```

Values from the calculation:
E_LUMO ... 0.0147 Eh
Kohn-Sham gap ... 9.26 eV
SMILES ... CC(=O)N1CCN(CC(=O)Nc2cc(S(=O)(=O)N3CCOCC3)ccc2C)CC1

---

It is run P that is the least stable of them.

---

Run P
Molecular formula: C4H16N2O2
Method: DFT, ωB97M-V/def2-TZVPD

The geometry in ORCA input format:
```
! wB97M-V def2-TZVPD RIJCOSX def2/J DEFGRID3
* xyz 2 1
C 1.34260 0.83610 -2.10228
C -0.16999 0.98242 -2.06087
C -0.83178 0.50709 -0.80891
C -1.97637 -0.13412 -0.78117
N -2.65294 -0.28329 0.54958
N 1.99690 1.31127 -0.80972
H 1.69997 -0.18659 -2.22235
H 1.77116 1.43852 -2.90087
H -0.37370 2.04993 -2.21679
H -0.62427 0.48854 -2.92362
H -0.44540 0.90857 0.11555
H -2.49973 -0.61521 -1.59305
H -3.30512 0.48706 0.68750
H -3.22393 -1.12776 0.56669
H -1.91753 -0.35725 1.26165
H 1.88259 2.31464 -0.67981
H 1.58212 0.82689 0.00021
H 2.98221 1.07378 -0.80104
H 1.87775 -2.78950 2.31209
H 1.03550 -3.11675 3.51431
O 1.08801 -2.51229 2.78260
H 0.64827 -1.04026 2.09746
H 0.85628 0.43405 2.46680
O 0.46752 -0.12178 1.76826
*
```

Values from the calculation:
E_LUMO ... -0.2350 Eh
Kohn-Sham gap ... 11.91 eV

---

Run Q
Molecular formula: C4H16N2O2
Method: DFT, ωB97M-V/def2-TZVPD

The geometry in ORCA input format:
```
! wB97M-V def2-TZVPD RIJCOSX def2/J DEFGRID3
* xyz 2 1
C 0.09272 -0.73468 -0.40934
C 0.50457 0.60340 -1.15001
C -0.58118 1.10389 -2.09100
C -1.69447 1.64435 -1.64349
N -0.37263 1.04495 -3.54485
N 0.50121 -0.67866 1.01103
H -0.98899 -0.75036 -0.53671
H 0.44522 -1.64745 -0.87933
H 0.61929 1.34858 -0.36819
H 1.41399 0.41401 -1.70473
H -2.39753 2.25872 -2.20144
H -1.98805 1.57926 -0.59951
H -0.27376 0.09471 -3.92435
H 0.52591 1.47706 -3.82473
H -1.07844 1.55333 -4.05445
H 0.18207 -1.51258 1.51467
H 1.50130 -0.48870 1.15916
H 0.11033 0.14486 1.47152
H -2.42474 -1.04417 3.33850
H -1.10851 -1.15727 4.08153
O -1.47692 -1.16047 3.18950
H 2.66928 -0.49539 3.67029
H 3.36260 -1.58964 2.91323
O 2.52346 -1.10877 2.93714
*
```

Values from the calculation:
E_LUMO ... -0.2409 Eh
Kohn-Sham gap ... 11.34 eV

---

It is run Q that is the least stable of them.